Entry from the OMol25 dataset: an isolated molecule of C22H25N3O4S (ωB97M-V with the def2-TZVPD basis set).

Cartesian coordinates (Å):
S1 -2.033 -1.044 0.302
O1 3.482 -4.128 0.080
O2 -4.852 -0.485 -2.067
O3 -3.391 2.952 1.242
O4 3.271 2.207 -2.417
N1 -1.682 1.485 1.285
N2 0.216 0.248 0.971
N3 -4.506 -2.346 -0.832
C1 0.963 -0.892 0.740
C2 2.449 2.556 -1.385
C3 2.842 2.668 -0.056
C4 -1.032 0.346 0.871
C5 1.582 -3.162 1.274
C6 1.119 2.808 -1.724
C7 -3.660 -0.252 0.011
C8 0.207 3.158 -0.751
C9 0.589 3.263 0.582
C10 0.760 -2.064 1.461
C11 -0.416 3.596 1.646
C12 2.818 -1.932 -0.378
C13 2.617 -3.109 0.349
C14 4.614 1.907 -2.132
C15 3.326 -5.341 0.774
C16 -5.128 -3.264 -1.756
C17 -4.395 -1.030 -1.090
C18 2.012 -0.836 -0.179
C19 -2.865 1.969 0.775
C20 -3.439 1.194 -0.386
C21 -1.007 2.327 2.272
C22 1.912 3.014 0.909
H1 2.231 3.091 1.938
H2 2.349 -5.795 0.576
H3 0.828 2.722 -2.759
H4 -5.551 -2.675 -2.567
H5 -4.236 -0.321 0.940
H6 -1.754 2.608 3.020
H7 3.862 2.482 0.241
H8 -0.034 -2.109 2.191
H9 -5.922 -3.822 -1.257
H10 4.700 1.062 -1.440
H11 -1.230 4.189 1.227
H12 2.158 0.070 -0.743
H13 5.065 1.637 -3.086
H14 1.400 -4.050 1.858
H15 -0.219 1.727 2.727
H16 -0.817 3.361 -1.031
H17 5.141 2.772 -1.717
H18 3.621 -1.908 -1.097
H19 4.109 -5.998 0.400
H20 -4.033 -2.737 -0.032
H21 -4.389 1.647 -0.677
H22 -2.761 1.237 -1.242
H23 3.452 -5.207 1.853
H24 -4.395 -3.965 -2.160
H25 0.054 4.170 2.445

Energy: -1716.77026 Ha
Relative energy (zero: lowest compared OMol25 entry of this formula, charge and spin): 1.515 eV
SMILES string: CNC(=O)[C@@H]1CC(=O)N(CCc2ccc(OC)cc2)/C(=N/c2ccc(OC)cc2)S1
E_LUMO: 0.37 eV
Maximum force: 0.0240 hartree/bohr
Spin multiplicity: 1

***

Entry from the OMol25 dataset: an isolated molecule of C22H25N3O5 (ωB97M-V with the def2-TZVPD basis set).

Cartesian coordinates (Å):
O1 0.402 -4.425 4.927
O2 2.014 -0.852 -0.304
O3 -2.366 1.537 -4.300
O4 -1.633 -2.418 4.949
O5 -1.964 1.269 0.122
N1 -3.550 1.663 -2.386
N2 0.295 -0.369 1.126
N3 -0.599 0.558 -1.520
C1 -0.634 -2.433 4.008
C2 -1.355 -3.233 6.066
C3 1.389 -2.342 2.097
C4 -0.638 -1.448 3.033
C5 0.375 -3.401 4.010
C6 0.561 1.044 -0.773
C7 -0.820 -4.589 5.608
C8 1.182 2.379 -2.815
C9 2.107 3.035 -3.604
C10 -0.341 -0.290 -2.668
C11 -1.812 0.756 -0.983
C12 -3.038 0.425 -1.836
C13 -3.651 3.532 -3.891
C14 0.365 -1.399 2.071
C15 1.582 1.711 -1.663
C16 2.923 1.743 -1.304
C17 1.383 -3.333 3.057
C18 4.460 3.741 -4.132
C19 -3.108 2.159 -3.567
C20 3.844 2.401 -2.099
C21 1.080 -0.162 0.039
C22 3.453 3.052 -3.262
H1 4.000 4.551 -4.693
H2 -1.434 -0.719 3.043
H3 -4.735 3.539 -3.812
H4 -2.293 -3.339 6.613
H5 5.278 4.141 -3.537
H6 -3.359 3.804 -4.902
H7 0.141 2.389 -3.103
H8 -3.802 -0.016 -1.192
H9 -4.025 2.277 -1.742
H10 -1.559 -5.063 4.947
H11 -0.606 -2.748 6.706
H12 2.160 -4.079 3.085
H13 -0.617 -5.243 6.458
H14 -3.243 4.262 -3.195
H15 2.174 -2.302 1.362
H16 0.180 1.796 -0.068
H17 0.736 -0.358 -2.803
H18 4.879 3.031 -4.846
H19 -2.811 -0.242 -2.665
H20 -0.502 0.251 1.237
H21 3.255 1.248 -0.407
H22 4.884 2.410 -1.808
H23 -0.785 0.127 -3.573
H24 1.776 3.543 -4.498
H25 -0.728 -1.297 -2.496

Energy: -1393.86009 Ha
Relative energy (zero: lowest compared OMol25 entry of this formula, charge and spin): 1.469 eV
SMILES string: CC(=O)NCC(=O)N(C)[C@@H](C(=O)Nc1ccc2c(c1)OCCO2)c1ccc(C)cc1
E_LUMO: 0.67 eV
Maximum force: 0.0115 hartree/bohr
Spin multiplicity: 1

***

Entry from the OMol25 dataset: an isolated molecule of C22H25N3O5S (ωB97M-V with the def2-TZVPD basis set).

Cartesian coordinates (Å):
S1 -0.775 -4.665 3.055
O1 -1.838 -4.795 3.999
O2 0.977 3.024 0.017
O3 0.468 -5.327 3.293
O4 -1.885 2.070 1.926
O5 -3.593 -3.703 -0.542
N1 -2.394 -4.301 -0.306
N2 -1.316 -5.256 1.562
N3 0.075 0.979 1.456
C1 3.252 2.902 -1.896
C2 -3.580 -4.217 1.606
C3 -0.753 1.533 -2.867
C4 0.286 1.456 -3.772
C5 -0.152 -0.324 1.883
C6 3.626 3.959 -2.948
C7 0.744 2.520 -1.247
C8 -4.301 -3.646 0.599
C9 -1.315 -0.696 2.558
C10 -0.518 2.060 -1.612
C11 1.539 1.906 -3.405
C12 3.511 3.526 -0.523
C13 -1.485 -2.011 2.952
C14 -0.765 2.049 1.472
C15 0.656 -2.587 2.014
C16 0.837 -1.276 1.622
C17 4.179 1.683 -2.031
C18 -5.641 -3.012 0.568
C19 -0.113 3.295 0.859
C20 -2.376 -4.619 0.967
C21 1.815 2.449 -2.152
C22 -0.504 -2.942 2.676
H1 4.119 1.237 -3.019
H2 4.642 4.309 -2.776
H3 -6.223 -3.410 -0.261
H4 -0.567 -5.488 0.928
H5 1.405 -3.340 1.828
H6 2.334 1.831 -4.130
H7 3.912 0.923 -1.299
H8 2.953 4.811 -2.878
H9 5.210 1.981 -1.855
H10 -5.541 -1.937 0.423
H11 -2.071 0.043 2.762
H12 0.302 3.887 1.683
H13 -2.368 -2.323 3.484
H14 -6.158 -3.200 1.503
H15 4.555 3.831 -0.466
H16 -1.741 1.183 -3.123
H17 -0.885 3.896 0.365
H18 -1.335 2.101 -0.909
H19 0.973 1.146 1.015
H20 3.572 3.566 -3.958
H21 0.126 1.045 -4.757
H22 1.739 -0.983 1.105
H23 3.325 2.818 0.279
H24 2.893 4.404 -0.365
H25 -3.833 -4.362 2.633

Energy: -1791.96145 Ha
Relative energy (zero: lowest compared OMol25 entry of this formula, charge and spin): 3.875 eV
SMILES string: Cc1cc(NS(=O)(=O)c2ccc(NC(=O)COc3ccccc3C(C)(C)C)cc2)no1
E_LUMO: 0.43 eV
Maximum force: 0.0316 hartree/bohr
Spin multiplicity: 1